DFT (wB97M-V/def2-TZVPD) results for a molecular structure, C34H78N2O10 at a distorted geometry.

The value obtained for the maximum force is 15.5 eV Å⁻¹. The value obtained for the lowest unoccupied orbital energy is 0.57 eV. For the HOMO-LUMO gap, the calculation gives 7.96 eV.

```
124
Properties=species:S:1:pos:R:3:forces:R:3:mulliken_charge:R:1
C -4.02776 -0.07930 0.04377 -5.4 0.3 10.0 -3.158
O -4.90719 -0.79116 0.91171 3.5 2.0 0.1 -0.253
C -4.17094 -1.55856 1.82910 0.5 -0.5 1.0 0.113
C -5.13684 -2.11955 2.87160 1.6 0.6 2.2 -1.921
O -4.47501 -2.91438 3.80264 1.8 -0.8 0.3 -0.512
C -5.30305 -3.49132 4.76672 -1.0 1.4 0.8 -1.022
H -3.26560 -0.74346 -0.37024 2.7 -3.8 13.7 1.165
H -3.55814 0.72702 0.62038 0.3 -1.2 0.5 0.683
H -4.68854 0.37761 -0.69203 0.0 -0.8 0.1 0.444
H -3.41350 -0.95351 2.34112 -0.1 0.2 0.1 0.146
H -3.58950 -2.36364 1.36772 -0.3 -0.2 -0.5 0.174
H -5.93826 -2.66758 2.36106 2.9 0.4 5.0 0.682
H -5.62117 -1.26461 3.36284 0.8 0.1 0.1 0.846
H -5.87193 -2.66643 5.23763 0.1 -0.2 0.3 0.329
H -4.74030 -3.93495 5.58231 0.4 -0.3 -0.4 0.319
H -6.09952 -4.15030 4.40296 0.4 -0.4 -0.4 0.279
C -3.71283 3.85604 0.88797 0.3 0.1 0.8 -1.263
O -2.69597 3.03422 1.45459 -0.1 -0.4 -0.2 0.097
C -1.97340 3.59327 2.52470 0.3 0.0 0.3 -0.538
C -1.12963 2.47938 3.13526 -0.2 -0.1 0.4 0.976
O -0.13390 2.98732 4.00836 0.2 -0.4 0.1 -0.497
C 1.05359 3.18781 3.28194 0.4 -0.1 -1.0 -0.571
H -4.13248 3.29997 0.05285 -0.4 0.7 0.9 0.667
H -3.23632 4.76594 0.50994 -0.4 0.2 0.1 0.376
H -4.45672 4.03789 1.66799 -0.1 0.4 -0.2 0.287
H -2.62951 4.02363 3.28643 -0.1 0.0 0.0 0.282
H -1.27876 4.37469 2.19413 -0.2 0.2 -0.2 0.272
H -0.64786 1.89230 2.34811 -0.3 0.2 0.1 -0.976
H -1.75410 1.81073 3.73219 -0.1 0.0 -0.1 0.306
H 1.32526 2.33139 2.64734 -0.4 -0.1 0.1 0.131
H 1.95621 3.29344 3.88246 -0.5 0.6 0.5 0.440
H 0.88603 4.01783 2.58780 0.6 0.2 0.1 0.305
C -7.75401 -1.77872 3.32342 0.4 -0.2 -0.8 -0.233
O -7.90644 -2.13174 1.94735 -1.3 -0.8 0.2 -0.537
C -6.71171 -2.06668 1.22015 -3.4 0.1 -3.0 0.425
C -7.01699 -2.04497 -0.26300 -1.0 -0.2 1.3 -1.017
O -5.80748 -2.09803 -0.96707 -0.4 0.1 -1.2 -0.195
C -6.01440 -1.76340 -2.32561 0.3 -0.9 -0.6 -0.921
H -7.39562 -0.74593 3.31808 -0.7 0.3 0.6 0.302
H -6.91795 -2.34250 3.75026 -1.7 0.1 0.4 -0.149
H -8.68793 -1.97908 3.82868 -0.2 0.3 0.0 0.380
H -6.10872 -2.94719 1.47529 -1.4 -0.7 -4.7 0.325
H -6.17140 -1.13557 1.44488 -2.2 -1.2 0.4 0.679
H -7.61336 -1.14125 -0.42962 0.1 0.1 -0.6 0.363
H -7.66466 -2.91869 -0.41974 0.1 0.0 -0.6 0.395
H -6.73269 -2.42997 -2.81417 -0.4 0.0 0.2 0.426
H -5.09756 -1.95133 -2.88242 0.3 0.2 0.3 0.196
H -6.33114 -0.73414 -2.49692 0.0 0.2 0.3 0.370
C 2.83644 -3.83556 -1.19214 0.1 0.3 0.5 -0.461
O 3.91682 -3.57946 -2.05284 0.4 0.4 0.4 -0.197
C 4.51490 -4.75563 -2.55742 -0.2 1.0 -1.3 -0.523
C 5.69264 -4.33202 -3.44741 1.0 -0.2 0.4 -0.356
O 6.78215 -5.24117 -3.38394 0.1 -0.4 0.9 -0.385
C 6.52901 -6.56213 -3.82492 -0.5 0.6 -1.4 -0.691
H 3.11967 -4.52066 -0.38346 -0.2 -0.6 -0.4 0.384
H 1.96533 -4.13930 -1.77674 -0.1 -0.3 0.3 0.315
H 2.59095 -2.94477 -0.60890 0.0 0.3 -0.6 -0.151
H 3.79918 -5.19353 -3.26414 -0.2 -0.7 0.6 0.344
H 4.85434 -5.40572 -1.75044 -0.1 -0.2 -0.1 0.352
H 6.14186 -3.40904 -3.08019 -0.3 0.1 0.1 0.250
H 5.43182 -4.17994 -4.49937 -0.4 0.0 0.1 0.263
H 6.76976 -6.55334 -4.89677 0.2 -0.5 0.0 0.290
H 5.47463 -6.85756 -3.79782 0.0 0.1 0.4 0.302
H 7.11248 -7.31148 -3.29935 0.2 0.3 0.2 0.247
C -1.57722 1.36375 -3.08137 -0.5 -0.1 0.3 -1.990
C -2.19288 1.07158 -1.69147 0.5 -0.6 0.2 1.774
C -2.82435 -0.34653 -1.77038 3.9 -0.1 -7.6 -0.894
C -1.79261 -1.46171 -1.79020 -0.3 -0.4 -0.4 -1.368
C -0.93758 -1.39971 -0.54550 0.6 0.2 0.4 -1.131
C -0.19114 -0.04682 -0.40935 -0.6 0.0 0.1 1.590
N -1.17581 1.03156 -0.62819 -0.8 -0.4 0.5 2.241
O -0.64008 2.31534 -0.41760 0.7 0.0 -0.3 -0.804
C 0.25791 0.10092 1.04838 0.8 -0.7 -0.3 -1.963
C 0.99006 -0.09353 -1.35932 1.1 0.3 -0.5 -0.952
C -3.30986 2.01349 -1.21067 -0.2 0.1 -1.8 -2.694
H -0.81614 2.14067 -3.07309 -0.1 0.2 0.1 0.353
H -2.35550 1.59676 -3.81075 0.0 0.2 0.0 0.446
H -1.12666 0.42789 -3.40300 0.2 0.2 -0.2 0.322
H -3.49077 -0.54693 -0.92816 -1.9 2.4 -15.2 0.539
H -3.41414 -0.42053 -2.68643 0.0 0.3 -0.3 0.794
H -1.23329 -1.47013 -2.72965 0.6 0.2 0.2 0.539
H -2.26391 -2.44904 -1.85313 -0.4 0.0 0.3 0.408
H -0.23593 -2.23978 -0.53307 0.3 0.3 -0.1 0.324
H -1.46893 -1.55479 0.39915 -0.6 0.1 -0.2 0.342
H -0.56884 0.14209 1.75708 -0.1 -0.1 -0.3 0.544
H 0.84663 -0.79221 1.28514 0.1 0.1 0.2 0.575
H 0.90398 0.96524 1.20771 -0.1 0.0 -0.2 -0.313
H 0.71848 -0.27154 -2.39953 -0.3 0.0 0.1 0.210
H 1.63110 0.79155 -1.38240 -0.4 0.3 0.3 0.159
H 1.68797 -0.89546 -1.10141 -0.2 -0.1 0.2 -0.053
H -3.68163 1.68147 -0.24009 1.1 2.0 -1.4 0.530
H -4.15373 1.77829 -1.87345 -0.1 0.4 -0.3 0.314
H -3.17410 3.09057 -1.25406 0.8 -0.3 -0.5 0.535
H -1.04017 2.59945 0.41557 -0.3 0.0 -0.2 0.111
C 5.75011 4.07985 -1.73132 0.2 -0.1 -0.4 -1.700
C 6.23164 3.65324 -0.33035 -1.7 0.6 0.3 1.606
C 5.12496 4.08656 0.67581 -0.4 0.6 -0.7 -1.740
C 3.85146 3.22261 0.71236 1.2 -0.1 -0.3 0.169
C 4.24223 1.74879 0.82547 0.1 0.7 1.2 -1.409
C 5.29196 1.24681 -0.14166 0.0 0.4 -1.2 2.104
N 6.38431 2.21495 -0.25428 0.8 -0.3 1.3 0.307
O 7.33857 1.75461 -1.20000 -0.1 0.0 -0.1 -0.496
C 5.87901 -0.06673 0.40854 0.1 0.5 0.7 -2.103
C 4.53341 0.99916 -1.45856 -1.1 -1.3 0.2 -1.424
C 7.51625 4.38151 0.09242 0.4 -0.8 -1.6 -1.925
H 6.25119 3.45374 -2.47063 0.2 0.3 -0.1 0.340
H 5.91454 5.14023 -1.93372 0.3 -0.1 0.0 0.438
H 4.68074 3.93260 -1.89742 0.0 -0.2 0.3 0.317
H 5.51664 4.29927 1.67218 0.1 -0.5 0.1 0.331
H 4.78568 5.06273 0.31132 0.2 0.1 0.1 0.465
H 3.25314 3.40466 -0.18126 -0.1 0.1 0.1 0.193
H 3.32538 3.57386 1.59950 -0.5 -0.3 -0.1 0.034
H 3.35826 1.11911 0.71174 0.1 -0.2 0.4 0.311
H 4.70022 1.65978 1.81801 -0.4 -0.3 0.2 0.430
H 5.11489 -0.58478 0.99264 -0.2 -0.5 -0.7 0.364
H 6.37744 -0.65341 -0.35791 -0.3 -0.3 0.0 0.417
H 6.60621 0.12354 1.20646 0.2 0.4 -0.3 0.492
H 3.90619 0.11320 -1.27947 0.3 -0.2 0.0 0.270
H 3.72133 1.70997 -1.62716 0.6 0.6 -0.3 0.339
H 5.08520 0.74516 -2.36056 0.3 0.5 0.1 0.389
H 8.30521 4.08581 -0.60961 0.1 -0.1 0.1 0.426
H 7.83932 4.08463 1.08621 -0.2 0.3 0.2 0.453
H 7.43488 5.44889 -0.10800 -0.3 0.1 0.7 0.372
H 8.07649 1.47650 -0.64659 0.0 0.0 -0.1 0.344
```
Positions in Å, forces in eV/Å.